Record 1
Entry from the OMol25 dataset: a cluster of 2 separate species, C5H8BrClSi in total in a non-equilibrium geometry (ωB97M-V with the def2-TZVPD basis set).

Computed properties:
Structure (SMILES): C/C=[Si](\Cl)CBr.C#C
M in g/mol: 211.56
Energy in eV: -95753.9854

Geometry as ORCA input:
```
! RIJCOSX wB97M-V def2-TZVPD def2/J DEFGRID3
* xyz 0 1
C 2.525 0.465 -0.339
C 1.009 0.797 -0.117
Si -0.146 0.476 1.124
Cl -0.329 -0.868 2.674
C -1.727 1.610 1.042
Br -3.200 0.714 0.083
H 2.804 -0.580 -0.454
H 2.907 0.723 0.631
H 3.024 1.026 -1.061
H 0.523 1.436 -0.799
H -1.370 2.351 0.384
H -2.000 2.064 2.025
C -0.635 -2.277 -0.922
C -1.323 -2.922 -1.700
H -0.129 -1.441 -0.377
H -1.931 -3.574 -2.195
*
```

Record 2
Entry from the OMol25 dataset: a structure of composition C5H12N2 in a non-equilibrium geometry (ωB97M-V with the def2-TZVPD basis set).

Computed properties:
M in g/mol: 100.16
Energy in eV: -8354.6882

Geometry as ORCA input:
```
! RIJCOSX wB97M-V def2-TZVPD def2/J DEFGRID3
* xyz 0 1
C 0.153 1.532 0.375
C 1.850 -0.365 -0.371
C 0.236 0.037 0.692
N 0.460 -0.470 1.877
H 1.398 -0.233 2.208
H 0.132 1.717 -0.696
H -0.761 1.928 0.816
H 2.187 -1.386 -0.212
H 2.038 0.010 -1.369
H 2.409 0.277 0.310
H 1.016 2.037 0.808
C -2.123 -0.025 -0.548
C -0.871 -0.785 -0.135
N 0.003 -1.072 -1.201
H 0.336 -2.030 -1.095
H -1.129 -1.627 0.512
H -2.624 0.406 0.320
H -2.814 -0.718 -1.030
H -1.895 0.767 -1.261
*
```

Record 3
Entry from the OMol25 dataset: a cluster of 16 separate species, C32H48N16 in total in a non-equilibrium geometry (ωB97M-V with the def2-TZVPD basis set).

Computed properties:
M in g/mol: 656.85
Energy in eV: -57799.1946

Geometry as ORCA input:
```
! RIJCOSX wB97M-V def2-TZVPD def2/J DEFGRID3
* xyz 0 1
C -4.406 -19.269 21.688
C -4.304 -19.182 20.262
N -4.221 -18.960 19.139
H -5.407 -18.936 21.900
H -3.662 -18.629 22.167
H -4.310 -20.298 22.037
C -4.065 -15.295 18.784
C -4.689 -15.913 19.978
N -5.017 -16.452 20.953
H -3.725 -16.123 18.166
H -3.170 -14.746 19.188
H -4.765 -14.706 18.202
C -5.136 -17.084 10.543
C -4.182 -18.163 10.756
N -3.452 -19.003 10.867
H -5.366 -17.065 9.475
H -4.685 -16.154 10.808
H -6.036 -17.416 11.085
C -10.055 -12.320 11.687
C -9.453 -13.461 10.990
N -9.110 -14.287 10.237
H -10.463 -12.673 12.608
H -10.818 -11.896 11.042
H -9.338 -11.608 11.961
C -2.267 -18.407 15.517
C -1.473 -19.623 15.509
N -0.846 -20.569 15.347
H -3.198 -18.607 16.077
H -2.391 -17.911 14.576
H -1.789 -17.635 16.084
C -6.859 -12.035 20.349
C -8.034 -11.563 19.653
N -8.953 -11.108 19.127
H -5.969 -11.868 19.697
H -6.874 -13.060 20.563
H -6.685 -11.552 21.290
C -11.222 -17.689 13.412
C -10.712 -17.722 14.733
N -10.280 -17.703 15.773
H -10.396 -17.204 12.781
H -12.166 -17.128 13.387
H -11.394 -18.674 13.017
C -6.475 -12.093 9.328
C -5.162 -11.614 9.779
N -4.079 -11.328 9.960
H -6.890 -12.677 10.124
H -6.345 -12.635 8.428
H -7.242 -11.285 9.110
C -4.906 -20.513 14.435
C -6.021 -19.885 13.804
N -6.906 -19.351 13.350
H -4.936 -20.593 15.503
H -3.962 -20.020 14.215
H -4.803 -21.481 14.024
C -6.332 -12.261 15.590
C -5.312 -12.240 16.614
N -4.489 -12.331 17.403
H -6.450 -13.281 15.263
H -5.981 -11.604 14.757
H -7.292 -12.075 16.094
C 1.298 -17.414 15.046
C 0.480 -16.594 14.182
N -0.426 -16.133 13.630
H 1.570 -16.785 15.826
H 2.280 -17.651 14.628
H 0.803 -18.284 15.433
C -11.081 -14.688 16.932
C -10.990 -14.617 15.460
N -11.042 -14.541 14.308
H -10.087 -14.397 17.275
H -11.173 -15.753 17.233
H -11.834 -14.005 17.382
C -8.101 -17.109 18.891
C -7.797 -15.922 18.117
N -7.548 -15.053 17.397
H -7.176 -17.649 19.256
H -8.585 -17.829 18.167
H -8.622 -16.843 19.809
C -3.474 -14.071 12.137
C -4.892 -13.785 12.292
N -6.008 -13.737 12.513
H -2.975 -13.592 12.948
H -3.027 -13.567 11.232
H -3.186 -15.091 12.149
C -6.987 -16.372 14.317
C -5.653 -16.184 14.809
N -4.570 -16.013 15.106
H -7.669 -15.589 14.706
H -7.326 -17.350 14.678
H -6.991 -16.444 13.224
C -1.867 -14.223 15.962
C -0.981 -15.031 16.771
N -0.346 -15.788 17.319
H -2.795 -14.810 15.713
H -1.403 -13.868 14.999
H -2.168 -13.274 16.490
*
```

Record 4
Entry from the OMol25 dataset: a cluster of 11 separate species, C10H40N20O14S in total in a non-equilibrium geometry (ωB97M-V with the def2-TZVPD basis set).

Computed properties:
M in g/mol: 696.62
Energy in eV: -80334.5507

Geometry as ORCA input:
```
! RIJCOSX wB97M-V def2-TZVPD def2/J DEFGRID3
* xyz -2 1
S -0.339 -0.122 0.467
O 0.601 1.033 0.427
O -1.698 0.428 0.277
O -0.032 -0.934 -0.740
O -0.196 -0.799 1.760
C 3.706 -0.670 0.570
O 4.673 -1.127 1.181
N 2.957 -1.488 -0.252
N 3.450 0.636 0.346
H 2.101 -1.121 -0.637
H 3.096 -2.479 -0.215
H 2.557 0.833 -0.066
H 4.047 1.291 0.817
C -1.794 4.041 -0.549
O -1.945 5.136 -1.098
N -0.871 3.843 0.467
N -2.468 2.918 -0.905
H -0.382 4.697 0.676
H -0.327 3.015 0.250
H -2.979 2.943 -1.765
H -2.239 2.109 -0.336
C -4.451 -1.213 -1.204
O -5.328 -1.574 -1.980
N -3.353 -0.506 -1.637
N -4.414 -1.361 0.151
H -3.239 -0.446 -2.632
H -2.547 -0.283 -1.030
H -5.115 -1.898 0.626
H -3.589 -1.088 0.652
C 2.927 -0.369 -2.865
O 3.603 -0.704 -3.824
N 3.114 0.773 -2.081
N 1.911 -1.087 -2.341
H 3.871 1.372 -2.355
H 2.960 0.565 -1.106
H 1.548 -1.964 -2.682
H 1.245 -0.630 -1.743
C 2.251 1.433 3.796
O 3.018 1.827 4.678
N 2.172 1.993 2.568
N 1.402 0.372 3.982
H 2.782 2.795 2.510
H 1.636 1.754 1.729
H 1.431 -0.095 4.867
H 0.879 0.044 3.185
C -1.395 -0.891 -4.412
O -1.642 -2.055 -4.639
N -0.773 -0.366 -3.284
N -1.938 0.143 -5.132
H -0.772 -0.988 -2.487
H -0.729 0.603 -3.037
H -2.451 -0.103 -5.961
H -1.672 1.097 -4.995
C -1.000 -3.827 3.292
O -1.111 -4.915 3.851
N 0.175 -3.397 2.726
N -1.999 -2.908 3.138
H 0.145 -2.422 2.436
H 0.916 -4.046 2.565
H -2.863 -3.004 3.640
H -1.777 -1.956 2.891
C 3.140 3.931 -0.615
O 3.510 4.041 0.538
N 2.124 3.074 -0.963
N 3.690 4.563 -1.716
H 1.723 2.665 -0.129
H 1.754 3.094 -1.892
H 3.216 4.322 -2.563
H 4.321 5.327 -1.576
C 0.152 -4.282 -1.733
O -0.220 -5.391 -2.086
N -0.258 -3.105 -2.310
N 0.980 -4.002 -0.672
H -0.811 -3.008 -3.148
H -0.055 -2.211 -1.848
H 0.659 -3.196 -0.154
H 1.315 -4.859 -0.264
C -3.327 0.571 3.919
O -4.318 0.652 4.627
N -3.370 0.392 2.555
N -2.029 0.640 4.351
H -4.281 0.404 2.132
H -2.542 0.456 1.972
H -1.260 0.543 3.711
H -1.863 0.520 5.333
*
```

Repeat the first record exactly.
Entry from the OMol25 dataset: a cluster of 2 separate species, C5H8BrClSi in total in a non-equilibrium geometry (ωB97M-V with the def2-TZVPD basis set).

Computed properties:
Structure (SMILES): C/C=[Si](\Cl)CBr.C#C
M in g/mol: 211.56
Energy in eV: -95753.9854

Geometry as ORCA input:
```
! RIJCOSX wB97M-V def2-TZVPD def2/J DEFGRID3
* xyz 0 1
C 2.525 0.465 -0.339
C 1.009 0.797 -0.117
Si -0.146 0.476 1.124
Cl -0.329 -0.868 2.674
C -1.727 1.610 1.042
Br -3.200 0.714 0.083
H 2.804 -0.580 -0.454
H 2.907 0.723 0.631
H 3.024 1.026 -1.061
H 0.523 1.436 -0.799
H -1.370 2.351 0.384
H -2.000 2.064 2.025
C -0.635 -2.277 -0.922
C -1.323 -2.922 -1.700
H -0.129 -1.441 -0.377
H -1.931 -3.574 -2.195
*
```

The highest energy belongs to which entry? C5H12N2

Look up the M of the second one. 100.16 g/mol

Which of these has the highest energy? C5H12N2